# 1
This record from the OMol25 dataset describes a molecular structure, C22H31BrN5O3PdS. The level of theory is the ωB97M-V functional and the def2-TZVPD basis.

Calculated values
2S+1: 1
Orbital gap (alpha / beta) in eV: 7.417 / 7.416
Net charge: +1
E_tot in hartree: -4456.3937

```
64
Properties=species:S:1:pos:R:3:forces:R:3:lowdin_charge:R:1
Pd -0.38246 0.22931 -0.05101 -0.8 0.1 -0.1 0.8348
N -0.66299 -0.11712 -2.03258 -0.1 0.0 -0.1 -0.0734
C -1.06760 -1.54123 -2.22970 0.0 0.0 0.0 -0.1796
C -1.95816 -1.99918 -1.07873 0.0 0.1 0.0 -0.1863
N -1.17031 -1.82686 0.14126 0.3 -0.1 0.0 -0.1368
C -1.74349 -1.82456 1.48914 0.0 0.1 0.0 -0.1814
C -0.68308 -1.21171 2.39864 0.0 0.0 0.0 -0.1805
N -0.39533 0.18877 1.97235 0.1 0.0 0.1 -0.0574
H -1.41617 0.51411 -2.29971 0.0 0.0 -0.1 0.0649
H 0.14827 0.10822 -2.60176 0.0 0.0 0.0 0.1115
H -0.15205 -2.13436 -2.23128 0.0 0.0 0.0 0.1267
H -1.55691 -1.67397 -3.19494 0.0 0.0 0.0 0.1264
H -2.29107 -3.02797 -1.24287 0.0 0.0 0.0 0.1297
H -2.84418 -1.36401 -1.00722 0.0 0.0 0.0 0.1254
H -0.33872 -2.41113 0.12030 0.0 0.0 0.0 0.1342
H -2.01975 -2.82153 1.84360 0.0 0.0 0.0 0.1296
H -2.64386 -1.20578 1.47936 0.0 0.0 0.0 0.1254
H 0.25117 -1.76728 2.30214 0.0 0.0 0.0 0.1181
H -0.98693 -1.23824 3.44556 0.0 0.0 0.0 0.1295
H 0.48570 0.51743 2.37533 0.0 0.0 0.0 0.0629
H -1.13880 0.79830 2.29911 0.0 0.1 0.0 0.0782
C 1.96000 4.29007 -2.99425 0.0 0.0 0.0 -0.0851
C 0.46096 4.52511 -3.15896 0.0 0.0 0.0 -0.2207
C -0.38777 3.55960 -2.34459 0.1 -0.1 0.0 -0.2024
N -0.15357 3.78519 -0.92625 0.0 0.1 0.0 0.0450
C -0.78794 3.20116 0.05604 0.0 -0.1 0.1 -0.7682
S -2.13139 2.14973 -0.15798 0.4 -0.1 0.0 0.6780
N -0.37743 3.42837 1.35256 -0.1 0.1 -0.1 0.1009
C 0.93334 3.59112 1.87398 0.1 -0.2 0.0 -0.3841
O 1.21590 2.94509 2.85385 0.0 0.0 0.0 0.1111
C 1.84808 4.56918 1.23981 0.0 0.0 0.0 -0.1699
C 3.19678 4.24688 1.12336 0.0 0.0 0.0 0.0037
C 4.07116 5.16451 0.56686 0.0 0.0 0.0 -0.0473
C 3.60773 6.40846 0.15491 0.0 0.0 0.0 -0.0605
C 2.26737 6.74184 0.29749 0.0 0.0 0.0 -0.0610
C 1.38182 5.82024 0.83629 0.0 0.0 0.0 -0.0451
H 2.52648 4.97816 -3.62050 0.0 0.0 0.0 0.0808
H 2.22600 3.27107 -3.28181 0.0 0.0 0.0 0.0760
H 2.30256 4.43345 -1.96608 0.0 0.0 0.0 0.0563
H 0.18101 4.41038 -4.20696 0.0 0.0 0.0 0.1147
H 0.20058 5.55031 -2.88100 0.0 0.0 0.0 0.1164
H -0.10293 2.52910 -2.58290 0.0 0.0 0.0 0.0977
H -1.45053 3.68033 -2.55045 0.0 0.0 0.0 0.1123
H 0.67451 4.31788 -0.69174 0.0 0.0 0.0 0.1005
H -0.96584 2.95523 2.01932 -0.1 0.0 0.1 0.1027
H 3.54322 3.27951 1.46004 0.0 0.0 0.0 0.1154
H 5.11741 4.91123 0.45949 0.0 0.0 0.0 0.1122
H 4.29712 7.12563 -0.27093 0.0 0.0 0.0 0.1122
H 1.91365 7.71954 -0.00087 0.0 0.0 0.0 0.1121
H 0.33539 6.07434 0.96074 0.0 0.0 0.0 0.1266
Br 3.37556 -0.14317 2.87422 0.0 0.0 0.0 0.8173
C 4.39351 0.50339 1.40494 0.0 0.0 0.0 -0.5957
C 5.74440 0.72850 1.62537 0.0 0.0 0.0 -0.1215
C 6.52527 1.25553 0.60907 0.0 0.0 0.0 -0.0702
C 5.95233 1.58068 -0.61301 0.0 0.0 0.0 -0.0704
C 4.59814 1.37487 -0.81153 0.0 0.0 0.0 -0.0265
C 3.80357 0.81523 0.18566 0.0 0.0 0.0 -0.1915
C 2.33805 0.61847 -0.07695 0.0 0.0 0.0 -0.6666
O 1.84256 -0.51551 0.14444 0.1 0.0 0.0 -0.0938
O 1.67871 1.60891 -0.48977 0.0 0.0 0.1 -0.0496
H 6.17696 0.49386 2.58787 0.0 0.0 0.0 0.1018
H 7.58121 1.41820 0.77892 0.0 0.0 0.0 0.1105
H 6.55949 1.99886 -1.40476 0.0 0.0 0.0 0.1082
H 4.12969 1.64997 -1.74795 0.0 0.0 0.0 0.1156
```
Forces are in eV/Å.



# 2
This record from the OMol25 dataset describes C4H8N2S2 in the gas phase. The level of theory is the ωB97M-V functional and the def2-TZVPD basis.

Calculated values
2S+1: 1
Orbital gap in eV: 7.690
E_tot in hartree: -1062.9512
SMILES string: CS/C(N)=C\C=N\S

```
16
Properties=species:S:1:pos:R:3:forces:R:3:lowdin_charge:R:1
C -1.46569 -0.85891 -1.49051 0.2 1.7 -3.1 -0.3093
S -1.28506 1.06669 -1.23101 -0.9 -1.8 -2.0 0.8854
C -0.69324 1.13359 0.34103 1.8 -0.3 0.7 -0.7818
N -1.07163 2.25930 1.05073 -2.4 3.4 1.8 -0.0291
C 0.21103 0.17222 0.75953 -6.8 5.8 6.5 -0.2204
C 1.04985 -0.64409 0.20339 4.0 -0.3 -6.5 -0.4951
N 1.84837 -1.33551 0.86711 2.2 -2.0 0.4 -0.3422
S 3.17463 -1.87878 -0.11740 0.5 -0.3 1.5 0.6605
H -0.52006 -1.33020 -2.03466 -1.8 0.8 2.2 0.0765
H -1.98412 -1.25823 -0.59269 0.9 -0.1 -0.8 0.0517
H -2.15511 -0.78249 -2.40676 0.4 -0.4 1.6 0.0283
H -2.08959 2.81153 0.82614 4.1 -2.5 0.7 0.1756
H -0.52893 2.74568 1.90738 -1.5 -2.2 -3.0 0.1620
H 0.14590 0.22708 1.89143 0.8 -0.5 -1.1 0.1385
H 1.32191 -0.32418 -0.93262 -0.8 -1.1 2.0 0.1339
H 4.04174 -2.00371 0.95891 -0.7 0.0 -1.0 -0.1347
```
Forces are in eV/Å.



# 3
This record from the OMol25 dataset describes a molecular structure, C6H8N3O2P3. The level of theory is the ωB97M-V functional and the def2-TZVPD basis.

Calculated values
2S+1: 1
Orbital gap in eV: 6.942
E_tot in hartree: -1572.1086

```
22
Properties=species:S:1:pos:R:3:forces:R:3:lowdin_charge:R:1
C 0.75477 3.64573 -0.66878 1.6 2.9 1.6 -0.1431
C 1.19419 2.96413 0.43662 0.3 -3.4 1.1 -0.0854
C 0.27366 2.96672 -1.75767 -1.1 1.1 -0.3 -0.1053
C 1.16463 1.50419 0.41819 -1.0 0.9 0.2 -0.0234
C 0.10721 1.60856 -1.75642 1.9 1.2 1.9 -0.0135
C 0.59260 0.84815 -0.68164 -0.5 1.1 0.6 -0.3561
N 0.10629 -4.69594 1.28762 1.1 -0.2 -1.4 -0.6995
N 0.26242 -2.91383 -0.51131 1.6 1.5 -3.3 -0.4958
N -1.71374 -1.55605 0.41147 -1.6 0.0 1.2 -0.2498
O -2.48574 -1.37346 1.66036 3.0 -4.7 -0.3 -0.1985
O 0.29821 -0.46754 -0.75633 0.8 -1.8 0.7 -0.2742
P 0.64805 -4.45610 -0.19197 -0.7 -0.7 0.8 0.7563
P -0.37383 -3.49870 2.24754 -0.8 0.6 1.4 0.7470
P -0.11641 -1.57435 0.54925 -0.5 0.8 -0.7 0.6387
H 0.91691 4.79440 -0.63323 -0.7 -2.1 -0.4 0.1333
H 1.51787 3.35365 1.41731 -0.1 0.4 -1.0 0.1046
H -0.18586 3.62996 -2.48937 0.3 -0.6 -0.5 0.1099
H 1.32162 0.91040 1.34208 0.3 0.6 -0.7 0.0943
H -0.24874 1.16957 -2.59519 -1.4 -1.6 -2.2 0.0813
H 0.55268 -2.58983 -1.49917 -0.6 -0.6 2.1 0.0808
H -2.80712 -0.54376 1.61217 -1.7 4.4 -0.6 -0.0027
H -1.77968 -3.72589 2.15845 0.0 0.2 -0.1 -0.0989
```
Forces are in eV/Å.



# 4
This record from the OMol25 dataset describes a molecular structure, C18H28N4O. The level of theory is the ωB97M-V functional and the def2-TZVPD basis.

Calculated values
2S+1: 1
Orbital gap in eV: 8.521
E_tot in hartree: -996.2817

```
51
Properties=species:S:1:pos:R:3:forces:R:3:lowdin_charge:R:1
C 0.75769 -3.61491 0.63987 0.1 5.3 -8.9 -0.0794
C 2.23701 -2.98661 0.40472 -0.8 -2.9 -0.7 -0.1806
C 2.41684 -2.16114 -0.95291 -8.2 -5.2 1.1 -0.1449
H 1.97663 -2.93205 -1.76450 0.6 1.4 1.5 0.1579
H 3.34375 -2.21990 -1.23254 5.5 1.5 -1.4 0.0307
C 1.42853 -1.01788 -0.95404 15.0 4.6 -5.7 -0.0988
N 1.93802 -0.06128 0.04583 7.8 -4.1 -14.7 0.0684
C 1.49607 0.54664 0.94092 -6.8 4.5 13.8 -0.4855
N 2.21180 1.45428 1.53695 1.9 1.3 0.7 0.1356
C 3.38255 1.55312 0.79443 -2.3 1.9 -1.3 -0.1407
C 4.38668 2.63820 0.93442 -0.5 -6.6 -7.8 0.0303
C 5.27477 2.50359 -0.20018 0.5 -1.9 1.5 0.0025
C 5.25293 1.38764 -1.31809 3.6 9.6 7.2 -0.0422
C 4.16614 0.81498 -1.29838 -5.7 -9.0 -6.4 -0.2189
C 3.19575 0.72939 -0.44369 -3.4 2.4 10.4 -0.0372
H 3.96544 0.05517 -2.07316 0.5 0.0 -0.6 0.1336
H 6.02045 1.42055 -1.92617 3.3 -0.3 -3.2 0.0521
H 6.21063 2.99325 0.03891 0.3 0.5 -0.9 0.0721
H 4.65716 3.19623 1.70509 0.5 2.4 3.4 0.0409
C 0.20573 0.09990 1.77739 1.7 -5.8 -7.6 0.0200
N -0.90318 0.07218 0.60700 2.9 1.9 3.9 -0.2124
C -1.25028 1.51781 0.38000 4.0 -0.3 -2.4 -0.1452
C -2.20434 1.48749 -0.80725 -1.5 0.6 4.2 -0.1021
N -3.48152 0.85172 -0.14845 -0.2 7.0 -7.1 -0.1598
C -3.14506 -0.36959 -0.08300 -0.3 -10.8 10.9 -0.3080
C -1.99152 -0.46598 1.23639 -4.9 -2.8 -0.1 -0.2504
H -1.85849 -1.68624 1.60041 -0.3 3.6 -0.9 0.1650
H -2.41256 0.27088 2.06332 0.6 -1.9 -1.0 0.1355
H -4.13589 -1.00620 0.68416 2.3 1.4 -2.4 0.1950
H -2.75693 -1.23003 -0.59074 0.0 0.5 -2.2 0.0984
C -4.52725 0.96221 -1.30001 -2.0 -14.6 5.7 -0.0648
H -4.56518 -0.01187 -2.09118 0.6 3.1 1.9 0.2047
C -5.82042 0.90667 -0.43960 -1.1 -0.4 -10.0 -0.4039
O -5.86285 1.76147 0.47766 0.1 7.3 5.4 0.0034
H -4.98077 1.82951 0.87842 -0.1 0.0 0.1 0.1136
H -5.97431 0.09469 0.06206 -0.8 -6.5 1.3 0.0395
H -6.66579 1.06680 -1.30119 1.3 -0.3 2.2 0.1707
H -4.46931 1.80543 -1.54558 0.9 12.3 -5.0 -0.0169
H -2.42462 2.43186 -1.19351 -0.5 1.8 -0.2 0.1004
H -1.93400 0.90893 -1.61909 1.1 -1.5 -1.4 0.0987
H -0.13260 1.77368 -0.02049 -2.8 0.9 1.0 0.1626
H -1.62013 2.14124 1.28674 0.7 -1.2 -1.5 0.1572
H -0.06220 0.64647 2.56723 -0.8 2.4 3.0 0.0545
H 0.30162 -1.11988 2.03552 -0.1 3.4 -0.4 0.1594
H 1.43467 -0.48147 -2.10083 0.0 -1.2 3.2 0.2036
H 0.59022 -1.13483 -0.75503 -13.7 -3.1 3.1 -0.0496
H 2.34376 -2.38344 1.26787 0.7 0.9 0.8 0.0598
H 2.97430 -3.90600 0.52072 -1.2 2.1 -0.5 0.1362
H -0.05531 -2.77966 0.37306 1.6 -1.4 1.5 0.0893
H 0.42008 -4.29419 -0.17254 0.9 -0.1 0.4 0.0740
H 0.64525 -4.05882 1.47304 -0.9 -2.8 6.3 -0.0245
```
Forces are in eV/Å.



# 5
This record from the OMol25 dataset describes 10 unconnected molecules or ions with the total composition C22H38N10O12. The level of theory is the ωB97M-V functional and the def2-TZVPD basis.

Calculated values
2S+1: 1
Orbital gap in eV: 7.247
E_tot in hartree: -2310.8580
SMILES string: C[N+](=O)[O-].C[N+](=O)[O-].C[N+](=O)[O-].C[N+](=O)[O-].C[N+](=O)[O-].C[N+](=O)[O-].c1cc[nH]c1.c1cc[nH]c1.c1cc[nH]c1.c1cc[nH]c1

```
82
Properties=species:S:1:pos:R:3:forces:R:3:lowdin_charge:R:1
C -4.30424 -25.66453 4.27931 0.1 -0.4 -0.1 0.0573
N -3.58266 -26.96106 4.12868 0.4 -0.8 0.7 -0.4420
O -2.68808 -27.03007 3.31696 0.1 0.3 -0.5 0.0264
O -3.89338 -27.89161 4.85652 -0.2 0.6 -0.2 0.0616
H -4.47046 -25.30054 3.26541 -0.4 -0.1 0.2 0.0900
H -3.63023 -24.95589 4.76061 0.0 -0.2 0.2 0.0802
H -5.18312 -25.92464 4.86922 0.0 0.5 -0.3 0.1023
C -1.47847 -24.80465 1.27016 1.5 -1.4 1.2 0.0630
N -0.61493 -23.59825 1.45429 1.2 1.5 0.0 -0.3875
O 0.54874 -23.69170 1.87751 -1.6 -1.2 -0.3 0.0254
O -1.02210 -22.51363 1.09362 -0.9 0.0 -0.1 0.0369
H -1.33489 -25.40123 2.17102 0.1 0.1 0.2 0.0734
H -0.92020 -25.36377 0.51928 -0.6 0.0 -0.4 0.0864
H -2.55962 -24.74828 1.14346 0.4 1.1 -0.5 0.0957
C 0.75205 -27.35994 -2.74663 0.5 -0.2 0.1 0.0510
N -0.20038 -26.29026 -2.35404 -0.7 1.4 0.8 -0.4065
O 0.09289 -25.14585 -2.68189 0.5 -0.5 -0.4 0.0257
O -1.19670 -26.49348 -1.67721 0.6 -1.1 -0.4 0.0561
H 0.25693 -28.28725 -3.03482 -0.3 0.5 -0.3 0.1041
H 1.37445 -27.62413 -1.89170 -0.2 0.4 0.3 0.0998
H 1.41359 -26.88872 -3.47355 -0.3 -0.4 -0.1 0.1005
C 2.62157 -23.64644 -0.90970 -0.8 1.1 1.1 0.0242
N 3.66314 -24.52919 -1.40955 2.6 -0.9 0.4 -0.4130
O 3.41981 -25.72695 -1.53695 -0.3 0.9 -0.3 0.0423
O 4.80869 -24.06524 -1.53641 -1.9 -0.4 -0.2 0.0577
H 2.07972 -23.14217 -1.70984 0.1 -0.4 -0.1 0.1033
H 3.06081 -22.87235 -0.28045 0.4 0.0 -0.4 0.0976
H 1.97084 -24.18805 -0.22319 -0.1 -0.3 -0.5 0.0828
C -1.52112 -22.45272 -2.57164 0.0 -1.4 0.4 0.0543
N -2.96063 -22.26316 -2.18534 0.2 1.1 -1.2 -0.4313
O -3.67997 -21.67050 -2.95752 0.2 0.1 -0.6 0.0736
O -3.35725 -22.65889 -1.12441 0.1 -1.1 1.3 0.0338
H -1.03213 -22.95812 -1.73884 0.1 0.9 0.3 0.0711
H -1.06497 -21.54260 -2.96114 -0.3 -0.1 0.3 0.1067
H -1.47737 -23.28164 -3.27808 -0.4 0.4 -0.6 0.0874
C -0.36261 -24.60552 7.11135 0.9 -0.6 -0.3 0.0639
N -0.79760 -25.22059 5.80978 -1.5 6.5 1.0 -0.4691
O -0.90453 -26.35372 5.75712 0.0 -6.0 -0.6 0.1342
O -1.21072 -24.40942 4.97368 0.5 -0.3 -0.3 0.0180
H -0.95574 -25.04143 7.91527 -0.3 0.3 -0.3 0.1021
H -0.39339 -23.52078 7.00892 0.1 -0.3 0.2 0.0906
H 0.62406 -25.05093 7.23851 0.3 0.6 0.2 0.0996
C 0.59969 -20.46620 5.66149 0.3 -3.4 -3.3 -0.1389
C 0.40945 -19.11943 5.68902 -0.4 1.3 0.6 -0.1395
C -0.16236 -18.74735 4.48270 0.1 1.3 -0.1 -0.1529
N -0.27291 -19.81006 3.66033 1.5 -1.6 1.8 0.0248
C 0.30467 -20.91952 4.33943 -1.4 1.3 0.4 -0.0893
H 0.99528 -21.14712 6.40057 0.1 0.3 0.1 0.0833
H 0.75971 -18.64057 6.59146 -0.5 1.0 -0.4 0.0944
H -0.40109 -17.80703 4.00814 -0.1 0.3 0.6 0.1089
H -0.72926 -19.72282 2.76354 0.2 -0.5 0.0 0.1257
H 0.36245 -21.87883 3.84671 -0.1 0.0 0.2 0.0723
C 1.66166 -19.63056 -1.43988 2.4 1.5 0.5 -0.1016
C 0.92925 -20.18054 -0.39271 -1.4 -1.3 -0.8 -0.1480
C 1.70664 -20.24150 0.70488 0.1 -0.1 1.8 -0.1625
N 2.89473 -19.62939 0.45752 0.1 0.1 -1.0 0.0250
C 2.89051 -19.23259 -0.86220 -0.8 -0.8 -1.0 -0.1220
H 1.42199 -19.44181 -2.47590 -0.2 -0.1 0.1 0.0869
H -0.03307 -20.66371 -0.47570 -0.1 0.2 0.2 0.0694
H 1.47944 -20.68369 1.66365 0.1 0.2 0.0 0.0960
H 3.65328 -19.51933 1.11524 -0.2 0.0 -0.2 0.1523
H 3.76554 -18.89053 -1.39486 0.0 0.3 0.4 0.0995
C -6.51471 -28.05997 0.79039 -1.1 1.1 -1.6 -0.0931
C -5.32250 -27.34105 0.91735 1.6 1.3 -0.4 -0.1292
C -5.32418 -26.24031 0.03937 0.6 -1.9 1.4 -0.1506
N -6.48748 -26.29050 -0.59101 -1.8 -0.1 -1.3 -0.0219
C -7.27220 -27.38598 -0.21739 1.7 0.2 1.3 -0.0882
H -6.76649 -28.95508 1.33974 -0.2 0.1 -0.2 0.0892
H -4.41959 -27.55393 1.47037 -0.3 -0.4 0.3 0.0719
H -4.54552 -25.57230 -0.29805 -0.1 0.1 0.3 0.1009
H -6.64259 -25.61694 -1.32746 -0.7 -0.4 0.0 0.1498
H -8.26261 -27.53800 -0.62035 0.2 0.0 0.1 0.0953
C -3.36867 -18.18378 0.41794 0.0 1.0 -1.1 -0.1232
C -3.56966 -18.51326 1.77034 -0.6 -1.1 -0.2 -0.1068
C -3.53173 -19.90193 1.80280 1.4 -0.2 0.4 -0.1279
N -3.07401 -20.34066 0.57565 -1.4 -0.8 0.7 0.0065
C -3.12137 -19.33026 -0.29876 0.4 0.8 -0.4 -0.1535
H -3.48059 -17.20269 -0.01945 0.1 0.0 0.1 0.0893
H -3.80719 -17.82319 2.56645 -0.1 -0.2 0.0 0.0911
H -3.66781 -20.63782 2.58149 0.1 0.3 0.2 0.1037
H -2.99549 -21.29291 0.24830 -0.1 0.0 0.6 0.0810
H -3.03259 -19.56908 -1.34827 0.2 0.5 0.0 0.1024
```
Forces are in eV/Å.



# 6
This record from the OMol25 dataset describes 2 unconnected molecules or ions with the total composition C5H3ClINO2S. The level of theory is the ωB97M-V functional and the def2-TZVPD basis.

Calculated values
2S+1: 1
Orbital gap in eV: 5.856
E_tot in hartree: -1553.4795

```
14
Properties=species:S:1:pos:R:3:forces:R:3:lowdin_charge:R:1
C -1.06831 0.78180 0.12604 1.6 -1.1 0.8 -0.0602
C 0.44034 -1.07603 0.29985 -1.1 -0.9 1.1 -0.2181
C -0.46720 1.23785 1.25471 1.2 -1.2 -0.1 -0.0802
C -0.60749 -0.43257 -0.32607 0.7 -1.8 -1.2 -0.4905
C 0.79273 -0.63833 1.58975 0.7 -0.1 -1.8 -0.7625
N 0.46274 0.53344 1.96218 -1.1 1.3 1.7 0.0856
O -2.22832 -0.42094 -2.39845 -0.3 0.1 -0.2 -0.4413
O 0.75847 0.55542 -2.50151 -1.5 -1.0 -0.2 -1.0584
S -1.08613 -1.14338 -1.89171 2.0 1.9 0.7 1.1114
Cl 1.92902 -1.64020 2.45446 -0.2 0.4 0.2 0.6866
I 2.39175 0.68911 -1.56720 0.1 -0.2 0.3 0.9487
H -1.46332 1.37922 -0.59769 -2.0 1.8 -1.3 0.0922
H 0.76821 -2.05004 0.05551 0.4 -0.8 -0.8 0.0875
H -0.62249 2.22464 1.54013 -0.2 1.6 0.8 0.0992
```
Forces are in eV/Å.



Energy above the lowest of the compared OMol25 structures with the same formula, charge and spin (computed, kJ/mol): 47.0 379.4 417.8 1919.4 29.9 98.0
Max |F| (computed, Eh/bohr): 0.01548 0.21491 0.10863 0.33289 0.13186 0.05874